(1)
{"formula": "C31H68BFN4O12", "method": "the ωB97M-V functional and the def2-TZVPD basis", "species": ["F", "O", "O", "O", "O", "O", "O", "O", "O", "O", "O", "O", "O", "N", "N", "N", "N", "C", "C", "C", "C", "C", "C", "C", "C", "C", "C", "C", "C", "C", "C", "C", "C", "C", "C", "C", "C", "C", "C", "C", "C", "C", "C", "C", "C", "C", "C", "C", "B", "H", "H", "H", "H", "H", "H", "H", "H", "H", "H", "H", "H", "H", "H", "H", "H", "H", "H", "H", "H", "H", "H", "H", "H", "H", "H", "H", "H", "H", "H", "H", "H", "H", "H", "H", "H", "H", "H", "H", "H", "H", "H", "H", "H", "H", "H", "H", "H", "H", "H", "H", "H", "H", "H", "H", "H", "H", "H", "H", "H", "H", "H", "H", "H", "H", "H", "H", "H"], "coordinates": [[3.56743, 1.81826, 0.38018], [4.69215, 0.81025, 3.52410], [7.15541, 0.83212, 3.19223], [-0.27672, -0.56619, 0.89764], [-2.18430, 0.89001, 0.74872], [-1.52050, 0.78580, -3.46989], [5.80075, -2.34510, 0.46784], [4.29416, -0.86080, 1.47712], [1.76270, 7.73541, -1.32275], [-1.64489, -3.57364, -4.64440], [-1.12100, 4.95685, 0.76616], [-8.36065, -3.00231, 3.30295], [-4.01023, -2.18352, 2.40682], [0.40772, -1.16521, -4.72061], [-6.44075, -2.93092, 0.78732], [0.52400, 4.85522, -1.75821], [4.76239, -2.89802, 2.79167], [-0.39613, -1.99787, 1.22639], [-1.30470, 0.24755, 1.56524], [6.11652, -2.80741, 3.43068], [-3.52422, -3.51995, 2.48806], [-7.90483, -2.86630, 0.85101], [-8.54020, -2.23612, 2.10852], [-4.27313, -1.75316, 1.06762], [6.14450, -2.00349, 4.88354], [-5.78546, -1.62068, 0.82182], [5.40457, 0.10210, 1.17123], [6.40138, -0.96885, 0.43353], [-7.10833, -2.80291, 3.94411], [5.69195, 1.76507, -1.02380], [1.08682, -2.62307, 1.68122], [-0.53435, 1.11624, -4.45280], [-0.52357, 3.77767, 0.21808], [5.77239, 0.60493, 2.72060], [0.78280, 4.11738, -0.51888], [2.48047, 6.51371, -1.51813], [2.10358, -2.45770, 0.36510], [1.72115, 5.46013, -2.35211], [5.03606, 1.52945, 0.45880], [-0.28737, -0.06916, -5.40092], [0.41254, -2.42483, -5.47235], [-1.45966, 0.43855, 3.18998], [0.82297, 7.69879, -0.25751], [-0.95085, -3.07425, -5.79107], [-2.38044, -2.58964, -3.93034], [-0.98573, 0.63451, -2.15840], [-2.31472, 5.35156, 0.09676], [3.53839, -3.22758, 0.56499], [4.66876, -2.31797, 1.40772], [-9.62305, -2.20811, 1.93986], [6.26375, -2.76801, 5.76940], [-3.21401, -3.08545, -3.42575], [4.45447, -3.89109, 2.86500], [1.53803, -3.03109, -0.51625], [-3.00460, 4.51016, -0.01266], [0.31672, 0.26714, -6.25004], [0.88349, -3.78773, 1.84259], [-1.21837, 3.22147, -0.42584], [-0.94525, 1.94125, -5.03793], [-8.23756, -1.19497, 2.26125], [-6.73402, -1.78037, 3.83083], [-2.61503, 0.44832, 3.43847], [6.75089, -0.79498, -0.66937], [1.31477, 3.19042, -0.75712], [-0.03712, -1.33524, -3.82085], [-5.95306, -1.11001, -0.13220], [-0.35208, 1.48383, -1.88823], [7.37144, -0.91984, 1.12520], [-0.69214, -2.56602, 0.22130], [1.14771, 7.06016, 0.57029], [-2.79137, -1.81306, -4.58349], [5.21552, -1.28862, 4.99793], [-1.26131, -0.39256, -5.77894], [6.44871, -3.92302, 3.69229], [6.87068, 1.86490, -0.86461], [-0.42111, -0.29606, -2.07671], [-6.11397, -3.48848, 1.57390], [3.38879, -4.29932, 1.01075], [0.40036, 1.47289, -3.99910], [7.14617, -1.35421, 4.88591], [-1.75348, -2.14985, -3.15225], [1.39689, 5.94046, -3.28344], [-0.15151, 7.38071, -0.63321], [-6.38069, -3.52570, 3.56989], [-0.27998, 3.13242, 1.06436], [6.97291, -2.35141, 2.78379], [-1.59948, -2.42784, -6.39136], [2.18865, -1.34096, 0.00463], [-8.26482, -3.89975, 0.77602], [-7.23542, -3.00199, 5.01158], [3.37516, 6.78900, -2.08869], [-3.79760, -2.40444, 0.32167], [2.84735, 6.11774, -0.56549], [-4.32493, -4.23466, 2.28936], [-1.24261, -2.23898, 2.01737], [1.49621, -2.08758, 2.63796], [2.41469, 4.66042, -2.63743], [-2.08567, 5.77882, -0.88120], [-0.14627, 5.59815, -1.57073], [-6.19220, -0.99589, 1.62197], [-1.82119, 0.58594, -1.45547], [5.51576, 0.84066, -1.74033], [-2.80054, 6.12420, 0.69797], [-0.74861, -3.95256, -6.41513], [0.99291, -3.13987, -4.87643], [-3.16547, -3.68858, 3.50654], [-0.88960, -0.43718, 3.73509], [5.37321, 2.78827, -1.53810], [5.48077, 2.38946, 1.15732], [0.70065, 8.71550, 0.12538], [1.40174, 4.70191, 0.16761], [-8.27278, -2.34142, -0.03839], [0.96571, -2.27461, -6.40689], [-1.04484, 1.50369, 3.52537], [3.97609, -3.39485, -0.53265], [-2.69421, -3.68277, 1.79492], [-3.82314, -0.76361, 0.96682]], "forces_ev_per_a": [[2.5, -0.7, -0.1], [5.4, -0.7, -4.2], [-6.4, -1.2, -3.0], [-3.3, 1.3, 2.6], [5.4, -3.7, 5.2], [0.5, 0.2, -0.3], [2.2, 3.2, 0.2], [0.9, 2.1, -1.3], [0.1, -0.3, 0.3], [0.0, 0.4, -0.6], [-0.7, 0.1, -0.4], [0.1, 0.5, -0.3], [0.2, -0.5, -0.2], [-0.3, -0.1, -0.2], [-0.2, 0.1, 0.2], [0.0, 0.2, 0.1], [1.9, -1.2, 1.1], [0.9, -2.2, 0.2], [-3.3, 2.3, -4.3], [0.6, -0.8, 1.8], [-0.1, 0.3, 0.2], [0.3, -0.2, 0.3], [-0.3, -0.4, -0.2], [-0.5, 0.5, -0.1], [1.0, 0.3, -0.4], [0.5, -0.6, 0.1], [-1.6, -2.3, 1.8], [1.7, -0.6, 0.8], [-0.2, -0.3, 0.2], [0.7, -0.2, 0.1], [-0.7, 0.4, -1.4], [-0.3, -0.4, -0.3], [0.8, -0.1, -0.1], [1.2, 1.5, 5.1], [-0.6, 0.0, 0.0], [0.1, 0.0, -0.5], [-0.9, -1.3, -0.3], [-0.3, 0.2, 0.1], [0.3, 1.2, -0.4], [0.2, 0.1, 0.8], [-0.2, 0.1, 0.4], [0.2, -0.2, -0.5], [0.0, 0.3, -0.2], [0.4, -0.4, 0.2], [0.1, -0.3, 0.3], [-0.4, -0.1, 0.1], [0.4, 0.0, 0.4], [-1.3, 0.1, -1.5], [-1.4, 0.2, -1.2], [0.1, -0.1, 0.0], [-0.6, 1.4, -1.5], [0.1, -0.1, -0.1], [0.4, 1.3, -0.3], [0.8, 1.1, 1.6], [0.0, 0.0, -0.1], [0.0, 0.0, 0.0], [0.6, 2.5, -0.1], [0.1, 0.2, 0.1], [0.0, 0.1, -0.1], [0.2, -0.1, 0.1], [0.0, -0.1, -0.1], [2.5, -0.3, -0.7], [-0.9, 0.1, 2.0], [0.0, 0.1, 0.1], [0.2, 0.1, -0.2], [0.0, 0.0, 0.0], [0.1, -0.1, 0.0], [-1.8, -0.2, -1.5], [0.5, 1.3, 2.0], [-0.1, -0.1, -0.2], [0.2, 0.0, 0.0], [1.9, -1.5, -0.3], [-0.2, 0.2, -0.2], [-0.3, 2.2, -0.6], [-2.5, -0.4, -0.2], [0.2, 0.0, 0.2], [0.0, 0.2, -0.3], [-0.2, 1.7, -0.7], [-0.2, -0.2, 0.1], [-2.3, -1.1, 0.1], [-0.1, 0.3, 0.0], [0.1, 0.0, 0.1], [-0.1, -0.2, 0.2], [0.2, 0.2, 0.0], [0.0, 0.0, -0.1], [-1.9, -0.7, 0.8], [-0.1, 0.2, 0.2], [0.1, -2.2, 1.1], [-0.1, 0.2, 0.0], [-0.1, 0.0, -0.1], [-0.1, 0.0, 0.0], [-0.1, -0.1, 0.2], [-0.2, 0.0, 0.1], [0.0, -0.2, -0.1], [1.7, 0.9, -1.4], [-0.7, -1.1, -1.8], [0.0, 0.1, 0.2], [-0.2, 0.0, -0.2], [0.2, -0.3, 0.0], [0.1, 0.2, 0.0], [0.2, 0.0, -0.2], [0.2, 2.0, 1.4], [0.1, -0.1, 0.0], [0.0, 0.0, 0.1], [-0.1, 0.0, -0.1], [0.0, 0.1, -0.1], [-1.2, 2.0, -1.0], [0.3, -2.2, 1.2], [-1.2, -1.9, -1.5], [0.1, 0.0, -0.1], [0.1, -0.2, 0.2], [0.0, 0.1, 0.1], [-0.1, 0.0, 0.0], [-0.6, -2.5, -1.0], [-1.0, 0.3, 2.2], [-0.1, -0.1, 0.0], [0.0, 0.0, -0.1]], "mulliken_charge": [-0.2870, -0.6602, -0.8125, 0.2531, -0.6025, -0.4054, -0.5222, -0.2381, -0.4555, -0.4309, -0.4214, -0.4493, -0.3456, -0.1810, -0.3096, -0.3695, -0.4349, 0.0055, 0.3539, -0.2464, -0.8469, -0.6804, -0.4738, -0.5017, -0.8700, -0.2178, 1.3102, -0.7609, -0.5073, -1.1467, -0.5404, -0.7586, -0.6924, 0.0041, -0.1665, -0.5157, 0.0952, -0.7117, 0.0839, -0.2163, -0.6776, -0.8144, -0.5289, -0.4893, -0.2362, 0.3179, -0.6967, -0.9714, 0.3201, 0.3563, 0.3018, 0.2840, 0.1882, 0.2032, 0.2622, 0.4073, 0.2205, 0.4846, 0.4186, 0.3388, 0.2855, 0.2234, 0.2316, 0.4412, -0.1094, 0.4275, -0.2222, 0.2296, 0.1214, 0.2945, 0.2601, 0.2004, 0.1550, 0.3185, 0.3258, 0.1078, 0.0751, 0.1478, 0.3410, 0.1833, -0.0447, 0.3905, 0.1642, 0.1427, 0.1439, 0.0417, 0.3467, 0.0466, 0.3637, 0.3351, 0.3778, 0.3893, 0.3695, 0.3466, -0.0279, 0.1578, 0.4039, 0.2966, 0.0794, 0.1398, 0.0550, 0.2648, 0.2679, 0.3433, 0.3631, 0.2252, 0.2919, 0.2492, 0.1734, 0.3068, 0.2578, 0.3915, 0.4033, 0.2951, 0.0592, 0.4089, 0.1270], "mol_weight_g_mol": 718.7, "gap_ev": 4.73, "charge": -2}

(2)
{"formula": "C31H68N4O9S6", "method": "the ωB97M-V functional and the def2-TZVPD basis", "species": ["S", "S", "S", "S", "S", "S", "O", "O", "O", "O", "O", "O", "O", "O", "O", "N", "N", "N", "N", "C", "C", "C", "C", "C", "C", "C", "C", "C", "C", "C", "C", "C", "C", "C", "C", "C", "C", "C", "C", "C", "C", "C", "C", "C", "C", "C", "C", "C", "C", "C", "H", "H", "H", "H", "H", "H", "H", "H", "H", "H", "H", "H", "H", "H", "H", "H", "H", "H", "H", "H", "H", "H", "H", "H", "H", "H", "H", "H", "H", "H", "H", "H", "H", "H", "H", "H", "H", "H", "H", "H", "H", "H", "H", "H", "H", "H", "H", "H", "H", "H", "H", "H", "H", "H", "H", "H", "H", "H", "H", "H", "H", "H", "H", "H", "H", "H", "H", "H"], "coordinates": [[36.91662, -10.95688, -15.48117], [31.33330, -9.29622, -16.26905], [39.04724, -16.19274, -13.08068], [29.99534, -13.55174, -17.01633], [42.33074, -9.88513, -17.63145], [32.28013, -12.03641, -10.79844], [39.17791, -14.76117, -13.68601], [30.01126, -14.45312, -18.24309], [36.16089, -10.98610, -10.37407], [37.71799, -8.28622, -9.97564], [42.48791, -8.35595, -17.61271], [30.84605, -10.43141, -15.40744], [36.49771, -15.25960, -17.00649], [36.45914, -9.62139, -14.87051], [31.32640, -12.82687, -9.91151], [40.41131, -14.12715, -16.99164], [35.07712, -8.19240, -13.09004], [35.42177, -12.82305, -18.93651], [37.67092, -7.39038, -16.03019], [38.34973, -8.93418, -11.11750], [37.57284, -16.96986, -13.82406], [31.37394, -10.51907, -11.16814], [33.16001, -9.62427, -16.46899], [37.99203, -6.31527, -16.79989], [39.38794, -6.09875, -16.69984], [34.31470, -12.79347, -19.67288], [31.37023, -7.77412, -15.22203], [40.26092, -17.41263, -13.65291], [33.54311, -7.84696, -11.60060], [35.48274, -7.13084, -12.33164], [35.54450, -10.96569, -19.98765], [38.20298, -11.47702, -14.18227], [36.28759, -16.36024, -17.94138], [40.94868, -13.36857, -19.06160], [39.64145, -13.02431, -18.81440], [34.40152, -11.62100, -20.34671], [38.85280, -7.86732, -15.50460], [34.52519, -6.98111, -11.33341], [41.39811, -14.05230, -17.94604], [33.88412, -8.66180, -12.62870], [35.22421, -11.15400, -9.33540], [41.43357, -10.48714, -16.11698], [31.67491, -13.22041, -16.39351], [39.37970, -13.40937, -17.49397], [39.91414, -6.99623, -15.81117], [29.41057, -14.45565, -15.56301], [31.98876, -12.86817, -12.49384], [35.63495, -12.15850, -14.96484], [43.87408, -10.69653, -17.15297], [36.20914, -11.69819, -19.06885], [36.14550, -13.12135, -14.94569], [39.11152, -10.87482, -14.17976], [43.71728, -11.69357, -16.74135], [28.54201, -15.09356, -15.72664], [32.51253, -13.82399, -12.50689], [35.39283, -16.20976, -18.54541], [37.06508, -16.48666, -18.69479], [33.70310, -9.73068, -15.52993], [40.67020, -14.42109, -16.06069], [29.20079, -13.74257, -14.76576], [33.45158, -9.53369, -13.09679], [36.73270, -16.33539, -13.54173], [31.56282, -9.60712, -10.60178], [36.45638, -6.70866, -12.53211], [37.54969, -17.08947, -14.90724], [38.74099, -9.92749, -10.89759], [40.23086, -18.48718, -13.47254], [35.66842, -8.70249, -13.73057], [34.85020, -12.28388, -15.71085], [35.85098, -9.95566, -20.21637], [38.86150, -12.62853, -19.44798], [30.40037, -7.63497, -14.74442], [34.51436, -6.39111, -10.42887], [30.17494, -15.16182, -15.23873], [41.38680, -13.17410, -20.02940], [40.18765, -17.39523, -14.74031], [44.27655, -10.11637, -16.32259], [33.72347, -13.69727, -19.67026], [32.07239, -7.90559, -14.39875], [34.92770, -12.20056, -9.40532], [31.63046, -6.83690, -15.71397], [40.95404, -7.06348, -15.52746], [42.38739, -14.41830, -17.71420], [40.46717, -9.98805, -16.04580], [38.82724, -8.74191, -14.87149], [34.36944, -10.48574, -9.43979], [32.27084, -12.23350, -13.33391], [36.87952, -8.74880, -9.90791], [37.80275, -11.51249, -13.16903], [32.68213, -7.95720, -10.95797], [36.90096, -11.59628, -10.33440], [38.50471, -12.45479, -14.55782], [38.46029, -13.28392, -16.94140], [31.66810, -10.31158, -12.19698], [33.66488, -11.11067, -20.94948], [33.63458, -8.79780, -16.99798], [32.23999, -14.14432, -16.27030], [37.39860, -17.96290, -13.40980], [41.90600, -10.22345, -15.17073], [35.55748, -13.60099, -18.30683], [30.30587, -10.73649, -11.16096], [33.38115, -10.55507, -16.99129], [36.80970, -7.91640, -16.07155], [37.79491, -8.92477, -12.05568], [35.06530, -11.96295, -14.05635], [31.65504, -12.49230, -15.58261], [41.25913, -17.11286, -13.33383], [37.07700, -11.68483, -18.42615], [35.75651, -15.31374, -16.39879], [36.35744, -17.36776, -17.53135], [44.68815, -10.75996, -17.87502], [30.96330, -13.23767, -12.49479], [39.21181, -8.31579, -11.36750], [39.80533, -5.28098, -17.26854], [35.76992, -10.88372, -8.43139], [41.23521, -11.55090, -16.24798], [37.21167, -5.96082, -17.45702], [32.24074, -12.63809, -17.12072]], "forces_ev_per_a": [[0.1, 0.8, 3.4], [0.8, -0.5, 0.2], [-1.3, 1.2, 0.3], [-0.5, 0.3, -1.1], [-0.6, 1.3, 0.1], [-2.0, -1.5, -0.4], [0.6, -2.9, 0.2], [0.4, 0.5, 1.6], [0.1, 1.3, -1.6], [0.4, -0.9, -1.4], [0.2, -2.5, 0.5], [0.1, 0.8, 0.0], [0.6, -1.1, -1.7], [0.0, -0.7, -1.5], [1.2, 0.6, -0.3], [1.5, 0.9, -1.2], [-0.1, 0.5, 0.4], [1.2, -1.2, 1.8], [1.8, -0.1, -0.4], [0.8, 1.3, 0.4], [0.0, 0.1, 0.1], [-0.1, 0.2, -1.2], [0.0, 0.6, 0.4], [0.7, -0.3, -0.3], [-2.9, 2.1, -1.5], [0.0, -0.6, -0.3], [0.5, -0.3, 0.6], [0.9, 0.4, -1.7], [-3.4, -2.4, 1.1], [0.2, -0.7, 0.4], [1.9, 2.6, 0.5], [-0.3, -0.6, -1.4], [0.5, 0.2, -0.5], [0.9, -0.8, -0.4], [-1.9, 0.0, 2.3], [-2.7, 1.1, -1.8], [0.3, 0.2, 1.1], [2.6, 2.5, 0.2], [1.2, -0.1, -0.4], [0.6, -0.4, -1.2], [1.0, -0.7, 0.2], [-0.3, 0.7, -0.3], [0.3, 0.0, -0.7], [-1.8, 0.2, -0.3], [-0.7, -2.0, 0.4], [0.6, -0.8, 0.3], [0.2, 0.0, 1.1], [0.0, -0.5, -0.8], [0.9, 0.2, 1.0], [-0.4, -2.4, 1.1], [-0.1, -0.2, 0.3], [-0.3, 0.4, -0.4], [-0.4, -0.1, -0.3], [-0.2, 0.5, -0.6], [0.7, 0.3, 0.1], [-0.4, -0.2, 0.4], [0.6, 1.1, 0.1], [-0.5, 0.3, 0.4], [-0.9, 0.1, 0.1], [0.1, 0.1, -0.1], [-0.2, 0.1, 0.2], [0.0, 0.1, 0.0], [0.3, -0.6, 0.4], [-0.1, 0.2, 0.2], [0.5, 0.4, -0.1], [-0.3, -0.2, 0.1], [-1.0, 0.2, 0.9], [0.1, 0.0, -0.3], [0.2, 0.3, -0.6], [-0.2, 0.0, -0.5], [0.4, 0.2, -0.1], [-0.2, -0.3, -0.4], [0.3, 0.5, -0.4], [0.3, 0.1, 0.1], [0.6, -0.3, 0.3], [0.4, 0.3, -0.2], [0.0, 0.2, 0.1], [-0.5, 0.5, -0.2], [0.2, -0.2, 0.0], [-0.5, 0.1, 0.8], [0.0, -0.3, -0.5], [-0.2, -0.3, 0.1], [-0.1, -0.2, -0.1], [0.0, 0.1, -0.6], [0.0, 0.2, 0.1], [0.2, 0.0, -0.4], [-0.1, -0.1, 0.1], [-0.4, 0.0, 0.2], [-0.4, 0.0, -0.3], [-0.1, 0.0, -0.2], [-0.3, -0.2, 0.4], [0.0, -0.3, 0.5], [0.0, -0.3, 0.0], [-0.2, 0.3, -0.1], [-0.2, -0.5, -0.3], [-0.2, 0.1, -0.2], [-0.1, 0.0, 0.5], [0.3, 0.0, 0.4], [0.6, -0.3, -0.2], [0.7, 0.0, 0.2], [0.1, -0.2, 0.1], [-0.7, 0.1, -0.4], [0.2, -0.1, 0.4], [-0.7, -0.2, 0.3], [0.8, 0.4, 0.4], [-0.4, -0.6, 0.5], [-0.1, 0.3, -0.1], [0.1, 0.7, -0.4], [-0.7, 0.0, 0.8], [-0.8, 0.1, 0.8], [-0.5, 0.2, -0.5], [-0.4, 0.8, 0.0], [0.2, 0.1, 0.2], [0.5, -0.1, 0.3], [-0.5, -0.4, 0.6], [0.3, -0.1, 0.0], [0.3, 0.5, 0.0], [-0.4, -0.2, -0.7]], "mulliken_charge": [0.3695, 0.3929, 0.8818, 0.4090, 0.5180, 0.6511, -0.5949, -0.6534, -0.2022, -0.5629, -0.6334, -0.5110, -0.1519, -0.6531, -0.7728, 0.2232, 0.6846, 0.5857, 0.3776, -0.3596, -0.9636, -0.3366, 0.0625, -0.5103, -0.5294, -0.4837, -0.5949, -1.0863, -0.2614, -0.7007, -1.2079, -0.7327, -1.1424, -0.7918, -0.1699, -0.8143, -0.5995, -0.9823, -0.8815, -0.3069, -0.7348, -0.2956, 0.0128, -0.6443, -0.7898, -0.9142, -0.8789, -0.6100, -0.9623, -0.1612, 0.2975, 0.2924, 0.2980, 0.3733, 0.4923, 0.2770, 0.2492, -0.3249, 0.2674, 0.2833, 0.2475, 0.2840, 0.2437, 0.5223, -0.1586, 0.2379, 0.3777, 0.2327, 0.1060, 0.4561, 0.5682, 0.3983, 0.4136, 0.3094, 0.4189, 0.3086, 0.3488, 0.5489, -0.0812, 0.2845, 0.3943, 0.4010, 0.4479, -0.3266, 0.6926, 0.1499, -0.1014, 0.2525, 0.2108, 0.2997, 0.1872, 0.1434, 0.4425, -0.2832, 0.3836, 0.4766, 0.6603, 0.5090, 0.5448, 0.0547, 0.4421, -0.1943, 0.1153, -0.0258, 0.2779, -0.4078, 0.3334, 0.6435, -0.0422, 0.4491, 0.3458, 0.4549, 0.3831, 0.3806, 0.3554, 0.1321, 0.4092, -0.1506], "mol_weight_g_mol": 833.3, "s_squared": 0.751, "gap_ev": [2.34, 7.84], "spin_multiplicity": 2, "charge": -1}